Run P
The following is a DFT calculation (wB97M-V/def2-TZVPD) of C4H6S2 as an isolated structure.

Last column: Löwdin charge in e.
Cartesian coordinates (Å):
S1 1.59642 -1.37792 0.16985  0.68
H1 -1.20034 0.81308 1.40235  0.12
C1 -0.24868 0.07488 -1.30198  -0.19
S2 1.56358 1.65444 0.12868  0.69
H2 -2.36965 0.15836 -1.18041  0.08
H3 0.92938 -1.86734 1.29085  -0.11
C2 -1.44479 0.20378 -0.72046  -0.04
H4 -0.06651 -0.04488 -2.37151  0.12
H5 -0.97789 -0.92549 1.11494  0.07
C3 0.49065 0.13050 -0.05448  -1.06
H6 2.58121 1.14513 0.84094  -0.16
C4 -0.85337 0.03548 0.68122  -0.19

HOMO-LUMO gap   9.84 eV
2S+1   1

=====

Run Q
The following is a DFT calculation (wB97M-V/def2-TZVPD) of one molecule with the formula C4H6S2.

Last column: Löwdin charge in e.
Cartesian coordinates (Å):
H1 -0.52541 1.53356 -1.25047  0.08
H2 -1.64448 2.16759 -0.12570  0.08
S1 1.97337 0.43259 -0.51023  0.81
C1 -0.74921 0.24095 0.59617  -0.65
H3 0.46365 -1.46136 -1.24469  0.07
H4 1.83749 -1.98861 -0.10793  0.06
S2 -2.08964 -0.44654 -0.51448  0.76
H5 0.93663 -0.56325 1.69030  0.13
C2 0.69651 -0.25485 0.61815  -0.58
C3 -1.14366 1.21290 -0.36076  -0.41
H6 -0.95279 0.32069 1.65392  0.10
C4 1.19755 -1.19367 -0.44428  -0.45

HOMO-LUMO gap   9.43 eV
2S+1   1

=====

Which of them is the most stable, and which is the least stable? run Q and run P, in that order.

=====

Run P
The following is a DFT calculation (wB97M-V/def2-TZVPD) of an isolated ion of composition C7H15N2 and charge +1.

Last column: Löwdin charge in e.
Cartesian coordinates (Å):
C1 -2.07291 -0.97298 -0.74301  0.01
C2 -1.70534 -0.02360 0.05902  -0.50
C3 -0.25860 2.08800 -0.05613  -0.13
H1 0.73568 -0.35811 0.63228  0.14
H2 -1.96717 -0.82983 -1.88010  0.10
H3 2.38883 -2.14159 0.85762  0.13
H4 -1.65313 0.47237 2.24475  0.06
H5 2.98143 -0.28219 -1.10004  0.15
H6 1.79802 1.93964 0.72668  0.14
N1 -1.22156 1.12271 -0.52157  0.00
H7 -3.13042 0.11121 1.64202  0.10
H8 -0.37873 2.62783 0.91663  0.14
H9 -2.46968 -1.97580 -0.59799  0.07
H10 -1.92951 -1.21583 1.68816  0.12
N2 1.31109 0.13119 -0.00870  0.07
C4 2.15562 -0.69225 -0.56793  -0.04
H11 -1.05253 1.06724 -1.52111  0.13
H12 0.98225 -2.48154 -0.26063  0.16
H13 -0.27061 2.89894 -0.72197  0.10
C5 -2.08063 -0.10487 1.47849  -0.04
H14 1.78658 1.83689 -1.07398  0.14
C6 2.09645 -2.05824 -0.20979  -0.03
C7 1.26256 1.53339 -0.14339  -0.11
H15 2.69230 -2.69258 -0.83931  0.09

Charge   +1
HOMO-LUMO gap   6.77 eV
2S+1   1

=====

Run Q
The following is a DFT calculation (wB97M-V/def2-TZVPD) of an isolated ion of composition C7H15N2 and charge +1.

Last column: Löwdin charge in e.
Cartesian coordinates (Å):
H1 1.06284 -1.54872 0.70604  0.15
H2 3.51734 1.14806 -0.10044  0.10
H3 0.02319 -2.98248 -0.97791  0.15
C1 0.23898 1.01621 0.19399  0.00
C2 -1.07629 -1.20787 1.03088  -0.09
H4 3.13242 1.45468 1.46445  0.04
N1 0.23129 -1.17396 0.19703  -0.11
C3 0.18815 -1.78058 -1.04354  -0.14
C4 1.40187 1.48278 0.49350  -0.05
H5 -2.62246 2.10483 -0.84081  0.11
C5 -1.73474 0.17682 1.08069  -0.07
N2 -1.05230 1.08882 0.05743  -0.11
C6 -1.76846 1.50748 -1.13380  0.01
H6 -2.73496 0.23859 0.79049  0.10
C7 2.78292 1.00550 0.65271  -0.02
H7 -1.20173 2.11032 -1.75340  0.08
H8 -0.93922 -1.69272 2.04411  0.14
H9 -1.85735 -1.84814 0.53956  0.13
H10 1.25688 2.47390 0.66807  0.11
H11 2.72465 -0.04438 0.91610  0.08
H12 1.04035 -1.72899 -1.59983  0.05
H13 -1.68310 0.79399 1.96043  0.13
H14 -0.64874 -1.38891 -1.75330  0.12
H15 -2.01273 0.63050 -1.71673  0.09

Charge   +1
HOMO-LUMO gap   10.44 eV
2S+1   1

=====

Which of them is the most stable, and which is the least stable? run P and run Q, in that order.